[1]
{"formula": "C23H41N2OP3Sn", "method": "ωB97M-V with the def2-TZVPD basis set", "lumo_ev": [-13.429, -14.173], "max_force_ev_per_a": 2.819, "homo_energy_ev": [-19.90, -18.83], "charge": 4, "gap_ev": [6.5, 4.7], "e_above_lowest_kcal_mol": 0.0, "mol_weight_g_mol": 573.23, "symbols": ["Sn", "P", "P", "P", "H", "C", "C", "H", "C", "C", "C", "C", "C", "C", "C", "C", "C", "H", "H", "H", "H", "H", "H", "H", "H", "H", "H", "H", "H", "H", "H", "H", "H", "H", "H", "H", "H", "H", "H", "H", "H", "H", "H", "H", "H", "H", "C", "C", "C", "C", "C", "C", "O", "H", "H", "H", "H", "H", "H", "N", "C", "C", "C", "C", "C", "N", "C", "H", "H", "H", "H"], "xyz": [[0.189, -0.067, 0.539], [0.447, -2.509, -0.451], [2.766, -0.104, 1.443], [-2.360, 0.405, 0.068], [1.634, 2.505, -0.004], [0.597, 2.635, 0.336], [0.236, 2.931, 1.620], [0.974, 3.021, 2.432], [1.180, -2.346, -2.094], [1.582, -3.696, 0.280], [-1.096, -3.378, -0.804], [3.333, 1.426, 2.272], [3.229, -1.439, 2.608], [3.959, -0.291, 0.070], [-2.943, 2.046, 0.549], [-3.610, -0.796, 0.591], [-2.571, 0.449, -1.713], [-0.077, 2.743, -0.527], [-0.768, 3.292, 1.885], [1.280, -3.319, -2.588], [2.125, -1.801, -2.108], [0.417, -1.765, -2.607], [1.458, -4.605, -0.324], [1.337, -3.888, 1.333], [2.617, -3.336, 0.202], [-0.813, -4.336, -1.258], [-1.736, -2.825, -1.507], [-1.674, -3.558, 0.113], [4.425, 1.520, 2.196], [3.071, 1.406, 3.336], [2.845, 2.296, 1.811], [4.324, -1.522, 2.627], [2.788, -2.393, 2.295], [2.881, -1.220, 3.624], [4.988, -0.196, 0.452], [3.759, 0.520, -0.648], [3.823, -1.275, -0.406], [-3.847, 2.269, -0.033], [-2.188, 2.814, 0.347], [-3.181, 2.071, 1.617], [-4.549, -0.560, 0.068], [-3.790, -0.749, 1.672], [-3.298, -1.819, 0.335], [-3.567, 0.803, -1.985], [-2.408, -0.522, -2.188], [-1.829, 1.134, -2.120], [-0.829, 0.668, -4.750], [-0.109, 0.278, -5.913], [-0.131, 1.176, -7.000], [-0.807, 2.432, -6.888], [-1.576, 2.731, -5.745], [-1.675, 1.794, -4.701], [-0.584, 0.098, -3.496], [0.256, -0.421, -3.446], [0.446, -0.684, -5.925], [0.357, 0.897, -7.943], [-0.743, 3.190, -7.704], [-2.089, 3.699, -5.635], [-2.285, 1.980, -3.804], [2.346, 0.078, 7.105], [1.413, 0.075, 6.396], [0.281, 0.041, 5.475], [-1.036, -0.056, 5.919], [-2.064, -0.074, 4.988], [-1.736, -0.005, 3.634], [-0.480, 0.023, 3.163], [0.481, 0.126, 4.099], [-1.232, -0.144, 6.979], [-3.117, -0.126, 5.266], [-2.524, 0.008, 2.884], [1.474, 0.247, 3.687]], "forces_ev_per_a": [[0.5, 0.5, 0.9], [0.2, -0.8, -0.2], [1.4, -0.2, 1.1], [-1.4, -0.1, 0.1], [-0.3, 0.0, 0.5], [-0.2, 0.5, 0.4], [0.4, 0.5, -0.9], [-0.4, -0.3, -0.4], [-0.4, 0.7, -0.2], [0.0, -0.1, 0.7], [-0.4, -0.1, 0.2], [-0.4, 0.2, 0.0], [-0.3, -0.2, 0.0], [-0.7, 0.0, -0.4], [0.1, 0.2, 0.4], [-0.1, -0.2, 0.4], [0.4, 0.0, -0.3], [0.0, 0.0, 0.6], [0.4, -0.4, -0.2], [0.0, 0.1, 0.2], [0.0, -0.1, 0.1], [0.1, -0.3, -0.4], [0.2, 0.0, 0.3], [0.1, -0.2, -0.3], [-0.3, -0.2, 0.0], [-0.2, 0.1, 0.1], [0.3, -0.1, 0.1], [0.2, -0.1, -0.2], [-0.3, -0.1, -0.1], [0.1, 0.0, -0.2], [0.4, -0.2, 0.2], [-0.2, 0.0, -0.1], [0.3, 0.2, 0.1], [0.1, -0.1, -0.2], [-0.4, -0.1, 0.0], [0.3, -0.3, 0.0], [0.2, 0.4, 0.1], [0.1, -0.1, 0.2], [-0.2, -0.2, -0.1], [0.0, 0.0, -0.2], [0.2, -0.1, 0.1], [-0.1, -0.1, -0.4], [-0.2, 0.3, 0.0], [-0.1, 0.0, 0.3], [-0.1, 0.1, 0.2], [-0.2, -0.1, 0.2], [1.4, -0.9, 1.8], [0.1, 0.8, -1.2], [0.2, -1.6, 0.8], [0.2, 0.4, -0.6], [-0.8, -0.7, 1.8], [-0.4, 1.8, -1.0], [0.5, 0.3, -2.3], [-0.8, 0.6, -0.9], [-0.4, 0.9, -0.2], [-0.1, 0.2, 0.5], [0.0, -0.8, 0.6], [0.2, -0.6, -0.3], [0.4, 0.1, -0.7], [-2.2, 0.0, -1.8], [1.6, 0.0, 1.0], [0.2, 0.3, -0.1], [-0.1, -0.3, 0.3], [0.1, 0.3, -0.7], [-0.6, -0.4, -0.1], [0.2, 0.4, 0.1], [0.7, -0.4, -0.6], [-0.1, 0.1, 0.1], [0.3, 0.0, 0.1], [0.2, -0.1, 0.3], [-0.1, -0.1, 0.4]]}

[2]
{"formula": "C23H41N3O6", "method": "ωB97M-V with the def2-TZVPD basis set", "lumo_ev": 0.395, "max_force_ev_per_a": 3.293, "homo_energy_ev": -8.08, "charge": 0, "gap_ev": 8.5, "mol_weight_g_mol": 455.60, "symbols": ["C", "C", "O", "O", "C", "N", "O", "C", "O", "C", "C", "C", "C", "C", "C", "C", "O", "O", "H", "H", "H", "H", "H", "H", "H", "H", "H", "H", "H", "C", "C", "N", "C", "C", "C", "C", "H", "H", "H", "H", "H", "H", "H", "H", "H", "H", "H", "H", "H", "H", "H", "C", "C", "N", "C", "C", "C", "C", "H", "H", "H", "H", "H", "H", "H", "H", "H", "H", "H", "H", "H", "H", "H"], "xyz": [[-2.909, -5.337, -6.378], [-2.377, -4.195, -5.428], [-2.004, -3.135, -5.866], [-2.341, -4.525, -4.087], [-2.092, -3.389, -3.257], [-1.753, -3.947, -1.897], [-2.485, -3.322, -0.910], [-2.890, -4.323, 0.039], [-3.868, -4.975, -0.108], [-1.927, -4.454, 1.270], [-0.776, -5.330, 1.124], [0.177, -5.466, 2.223], [-0.074, -4.696, 3.431], [-1.251, -3.823, 3.578], [-2.224, -3.678, 2.482], [-0.302, -3.794, -1.714], [0.417, -4.607, -2.235], [0.316, -2.770, -0.945], [-2.020, -5.952, -6.664], [-3.586, -5.987, -5.755], [-3.433, -4.861, -7.236], [-2.995, -2.745, -3.093], [-1.207, -2.780, -3.572], [-0.647, -5.873, 0.152], [1.059, -6.125, 2.055], [0.658, -4.758, 4.273], [-1.454, -3.229, 4.495], [-3.119, -3.014, 2.555], [0.953, -3.276, -0.399], [-1.230, 2.716, 2.278], [-1.437, 1.511, 1.371], [-2.420, 1.725, 0.320], [-2.792, 0.499, -0.375], [-1.711, -0.218, -1.186], [-2.197, 2.883, -0.536], [-0.879, 2.954, -1.311], [-2.170, 3.032, 2.737], [-0.536, 2.458, 3.080], [-0.801, 3.564, 1.739], [-1.781, 0.688, 2.005], [-0.463, 1.204, 0.963], [-3.646, 0.704, -1.029], [-3.176, -0.205, 0.372], [-1.507, 0.298, -2.124], [-2.035, -1.221, -1.443], [-0.779, -0.322, -0.630], [-2.278, 3.784, 0.081], [-3.028, 2.971, -1.243], [-0.019, 2.661, -0.704], [-0.705, 3.980, -1.646], [-0.902, 2.331, -2.204], [3.024, 5.492, -0.416], [3.945, 5.087, 0.727], [3.254, 4.482, 1.856], [4.099, 4.335, 3.035], [5.297, 3.389, 2.943], [2.411, 3.336, 1.548], [3.072, 2.121, 0.890], [2.247, 6.177, -0.072], [3.602, 6.001, -1.191], [2.548, 4.628, -0.885], [4.444, 5.999, 1.074], [4.734, 4.433, 0.332], [3.477, 4.034, 3.884], [4.474, 5.330, 3.303], [4.993, 2.344, 2.989], [5.967, 3.560, 3.790], [5.882, 3.544, 2.034], [1.598, 3.674, 0.897], [1.901, 3.008, 2.459], [3.772, 2.401, 0.100], [2.305, 1.487, 0.436], [3.599, 1.505, 1.619]], "forces_ev_per_a": [[0.2, 0.2, 1.9], [-0.1, -0.6, -1.2], [-0.3, -0.4, 0.6], [-0.3, 1.0, -1.0], [0.4, 0.1, 1.3], [2.1, 0.8, -1.0], [-0.9, 0.0, 1.4], [0.9, -0.3, 1.1], [0.2, 0.5, -0.2], [0.2, 0.5, 0.5], [-0.3, 1.0, 1.5], [-2.1, 1.5, -0.4], [-1.0, 0.3, -0.9], [-0.2, -0.8, -2.2], [2.7, -1.9, -0.2], [1.6, -0.5, 0.4], [-0.8, 0.4, 0.1], [-2.1, -1.6, -0.2], [-0.8, 0.6, -0.1], [0.5, 0.6, -0.9], [0.6, -0.5, 0.7], [0.8, -0.7, -0.5], [-1.0, -0.6, -0.4], [0.0, 0.5, 1.1], [-0.8, 0.7, 0.5], [-0.8, 0.1, -0.8], [0.5, -0.7, -0.7], [1.0, -0.7, -0.1], [-0.1, 0.5, -0.5], [0.0, 0.1, -0.1], [0.0, 0.1, 0.1], [-0.3, -0.1, -0.1], [-0.1, -0.2, 0.1], [0.1, 0.2, -0.2], [0.0, 0.3, 0.2], [0.0, 0.1, -0.2], [0.0, 0.0, -0.1], [0.0, 0.0, 0.0], [0.0, 0.0, 0.1], [-0.1, -0.1, -0.2], [0.1, 0.0, 0.1], [0.1, 0.2, 0.0], [0.1, 0.1, 0.1], [0.1, 0.1, 0.0], [-0.1, 0.0, 0.1], [0.0, 0.0, 0.0], [0.0, -0.1, 0.1], [0.0, -0.2, 0.1], [0.0, 0.0, 0.0], [0.0, 0.0, 0.0], [0.1, 0.0, 0.1], [0.0, -0.1, 0.0], [-0.1, 0.0, -0.1], [-0.1, 0.1, 0.3], [0.0, 0.2, 0.1], [0.1, -0.1, 0.2], [-0.2, 0.0, -0.2], [-0.1, -0.2, 0.0], [0.0, -0.1, 0.0], [0.0, 0.0, 0.0], [0.0, 0.0, 0.0], [0.0, -0.2, 0.2], [0.1, 0.0, -0.1], [-0.1, 0.0, -0.1], [0.0, 0.0, -0.2], [0.0, 0.0, -0.1], [0.0, 0.0, 0.0], [0.0, 0.0, 0.0], [0.1, 0.1, 0.0], [0.2, 0.1, 0.1], [0.0, 0.0, 0.0], [0.0, 0.0, 0.0], [0.1, 0.0, -0.1]]}